(1)
Below is a gas-phase ion, C10H14NO (charge +1) in a non-equilibrium geometry, with properties calculated with ωB97M-V/def2-TZVPD.

Output
HOMO-LUMO gap = 0.3592 Ha
Charge = +1
E_LUMO = -4.6 eV
E_HOMO = -0.5283 hartree
Strongest force on any atom = 5.83 eV Å⁻¹
SMILES = OC1([n+]2ccccc2)CCCC1
Total energy = -14126.2420 eV

```
26
C10H14NO, DFT ωB97M-V/def2-TZVPD
O 1.930 0.122 1.314
C 0.534 -0.081 0.392
N 0.406 1.109 -0.366
C -0.779 1.306 -0.953
C -1.055 2.463 -1.651
C -0.030 3.392 -1.864
C 1.197 3.044 -1.394
C 1.428 1.871 -0.736
C 0.784 -1.429 -0.298
C 0.005 -2.333 0.618
C -1.358 -1.698 0.906
C -0.655 -0.400 1.397
H 1.970 -0.662 1.915
H -1.666 0.773 -0.761
H -2.061 2.382 -2.075
H -0.030 4.402 -2.381
H 2.044 3.618 -1.789
H 2.369 1.502 -0.408
H 1.857 -1.733 -0.363
H 0.360 -1.471 -1.225
H 0.478 -2.400 1.641
H -0.026 -3.358 0.268
H -2.010 -1.512 0.065
H -1.873 -2.284 1.624
H -1.239 0.513 1.577
H -0.148 -0.607 2.272
```

=====

(2)
Below is 2 unconnected molecules or ions with the total composition C3H3Cl3S in a non-equilibrium geometry, with properties calculated with ωB97M-V/def2-TZVPD.

Output
HOMO-LUMO gap (spin up / spin down) = 0.2828 / 0.2698 Ha
Charge = 0
E_LUMO (spin up / spin down) = -0.9 / -1.1 eV
E_HOMO (spin up / spin down) = -0.3170 / -0.3111 hartree
Strongest force on any atom = 4.37 eV Å⁻¹
Total energy = -51558.0069 eV

```
10
C3H3Cl3S, DFT ωB97M-V/def2-TZVPD
C -2.081 -0.396 0.093
C 0.320 -1.042 0.484
C 1.243 -0.109 -0.018
S -2.684 0.698 1.051
Cl 0.482 -2.674 -0.119
Cl 0.814 1.557 0.451
Cl 2.921 -0.220 0.797
H -2.600 -1.053 -0.480
H 0.021 -1.060 1.481
H 1.514 -0.112 -1.034
```

=====

(3)
Below is a single CH3IO2 molecule in a non-equilibrium geometry, with properties calculated with ωB97M-V/def2-TZVPD.

Output
HOMO-LUMO gap = 0.3545 Ha
Charge = 0
E_LUMO = -0.1 eV
E_HOMO = -0.3567 hartree
Strongest force on any atom = 3.34 eV Å⁻¹
SMILES = OC(O)I
Total energy = -13280.3355 eV

```
7
CH3IO2, DFT ωB97M-V/def2-TZVPD
O 1.252 -0.112 -0.575
C -0.071 0.105 -0.434
O -0.598 1.194 0.210
I -0.758 -1.766 0.754
H 1.665 -0.546 0.292
H -0.706 0.119 -1.400
H -0.784 1.006 1.155
```

=====

(4)
Below is 2 unconnected molecules or ions with the total composition CH6NPS2 in a non-equilibrium geometry, with properties calculated with ωB97M-V/def2-TZVPD.

Output
HOMO-LUMO gap (spin up / spin down) = 0.2713 / 0.2842 Ha
Charge = 0
E_LUMO (spin up / spin down) = -1.5 / -0.4 eV
E_HOMO (spin up / spin down) = -0.3251 / -0.2990 hartree
Strongest force on any atom = 3.06 eV Å⁻¹
Total energy = -33581.9167 eV

```
11
CH6NPS2, DFT ωB97M-V/def2-TZVPD
C 0.866 -1.795 0.853
N -1.370 0.894 -0.384
P 0.163 0.520 -0.918
S 0.259 0.642 -2.868
S 1.185 2.080 0.189
H 0.902 -2.572 0.077
H 1.829 -1.461 1.181
H -0.020 -1.862 1.527
H -1.650 0.594 0.596
H -2.164 0.619 -0.945
H 0.001 2.341 0.692
```

=====

(5)
Below is a molecular structure, C5H6OS2 in a non-equilibrium geometry, with properties calculated with ωB97M-V/def2-TZVPD.

Output
HOMO-LUMO gap = 0.3296 Ha
Charge = 0
E_LUMO = 0.1 eV
E_HOMO = -0.3249 hartree
Strongest force on any atom = 4.63 eV Å⁻¹
Total energy = -28996.3213 eV

```
14
C5H6OS2, DFT ωB97M-V/def2-TZVPD
C 0.119 -0.697 0.002
C -0.563 0.289 -0.883
C -0.011 1.318 0.035
C -0.341 0.317 1.170
C 1.554 -0.153 -0.148
H -1.686 -2.108 -0.793
H -0.411 -0.019 -1.927
H -1.717 0.315 -0.630
H -0.110 2.460 -0.100
H -1.394 0.196 1.514
H 0.689 0.330 1.842
O 1.424 1.217 -0.154
S -0.419 -2.298 0.048
S 2.866 -1.170 0.023
```

=====

(6)
Below is 2 unconnected molecules or ions with the total composition C3H7NO2 in a non-equilibrium geometry, with properties calculated with ωB97M-V/def2-TZVPD.

Output
HOMO-LUMO gap = 0.3616 Ha
Charge = 0
E_LUMO = 0.8 eV
E_HOMO = -0.3321 hartree
Strongest force on any atom = 2.51 eV Å⁻¹
SMILES = C=CN.O=CO
Total energy = -8807.7549 eV

```
13
C3H7NO2, DFT ωB97M-V/def2-TZVPD
C -1.763 0.254 -0.798
C -2.317 -0.502 -1.750
N -1.740 -0.488 -3.072
H -2.202 0.820 0.013
H -0.854 0.736 -1.166
H -3.146 -1.193 -1.627
H -1.055 -1.226 -3.192
H -2.480 -0.612 -3.739
O 2.011 -0.170 0.861
C 1.496 0.182 1.872
O 2.234 0.684 2.909
H 0.448 0.494 1.890
H 2.993 1.112 2.529
```

=====

Which relative energy (zero: lowest compared OMol25 entry of this formula, charge and spin) belongs to each record? In order, 56.3; 69.8; 21.0; 69.2; 83.8; 64.0 kcal per mole.